# C19H21BrF16N3O4S

A cluster of 3 separate species, C19H21BrF16N3O4S in total in a non-equilibrium geometry (the ωB97M-V functional and the def2-TZVPD basis, the OMol25 dataset).

## Properties
**E_tot**: -5771.863447 a.u.
**F_max**: 1.07 eV/A
**Total charge**: -1
**HOMO-LUMO gap**: 0.1854 Ha
**LUMO**: 2.05 eV

Each line ends with the Mulliken charge.
Element x y z (Å)
F: -5.6137 1.1302 -10.0136  -0.26
H: 0.7228 3.1745 1.0229  0.24
F: -1.1662 -0.4506 5.6770  -0.31
O: 2.2277 0.4937 3.2263  -0.51
C: -0.6522 0.6684 7.6065  0.04
H: -0.7179 -0.3144 1.7476  0.20
H: 2.4683 -3.0711 9.1202  0.23
N: 2.6947 0.4834 -3.4000  -0.29
C: -0.3721 -0.5821 6.7731  1.01
H: 0.9185 -1.2502 5.2568  0.34
F: -4.4922 -1.2461 -4.5425  -0.26
Br: 0.7808 -1.0493 -0.6136  -0.42
F: -4.3794 1.3299 -5.3289  -0.29
C: 2.5223 -0.9008 0.4653  -0.52
H: 4.3322 -3.0108 -1.1753  0.42
F: -1.9653 0.6828 7.9473  -0.27
C: 2.3500 -1.9943 9.2521  0.19
F: -5.7742 1.0922 -7.8288  -0.22
F: 1.0830 -1.7253 9.6226  -0.23
C: 1.0533 -0.7718 6.2254  -0.78
H: -0.4293 1.5695 7.0302  0.31
N: 0.4906 1.4198 2.1378  0.11
F: -3.0665 2.0262 -9.8323  -0.31
C: 1.7786 0.8134 2.1538  0.40
H: 4.5768 -1.1641 0.0644  0.38
H: -2.9238 -1.6065 -5.7193  0.29
C: 2.5636 0.5607 0.9001  -0.90
F: -0.7712 -1.6846 7.4478  -0.29
H: -1.4881 1.0129 2.6278  0.44
F: 3.9666 -1.6455 7.6485  -0.31
H: 3.6002 0.7719 1.1564  0.30
O: 1.3676 -1.1963 -3.9723  -0.21
H: 2.6027 -2.7995 -1.2526  0.38
C: -5.1305 1.6596 -8.8656  0.19
C: -3.6282 1.3737 -8.7860  0.79
F: -2.5348 0.5568 -4.4283  -0.30
C: -0.5585 0.4676 2.4854  -0.51
C: -2.4486 1.0815 -6.6752  -0.74
H: -5.3064 2.7367 -8.8576  0.24
C: 0.7315 -0.0285 -4.0789  -0.17
H: 2.3001 1.2153 0.0651  0.57
C: 2.6036 -0.8097 -3.5127  0.44
S: 3.8018 -2.0206 -3.1956  -0.26
C: -3.3216 0.5210 -5.5413  0.93
F: 0.0700 0.6704 8.7474  -0.24
O: -3.0902 1.8875 -7.6455  -0.40
O: 1.8929 -1.6676 6.9363  -0.41
H: -0.3037 0.0520 3.4508  -0.14
C: 3.5460 -2.2981 -1.4074  -0.72
H: 0.3234 1.7463 0.0188  0.33
N: 1.4544 0.9964 -3.7724  -0.36
C: 0.1717 2.2413 0.9741  -0.93
H: -0.2823 0.0582 -4.4048  0.60
C: 2.7006 -1.2671 7.9509  0.79
H: 3.8197 -0.1586 -1.1418  0.45
F: -3.3667 0.0657 -8.9480  -0.29
F: 3.1803 -1.5660 10.2340  -0.27
C: 3.6716 -1.0578 -0.5306  -0.66
H: -0.8817 2.5000 1.0298  0.36
F: -4.5825 -1.1085 -6.7233  -0.24
F: 2.7161 0.0659 8.1266  -0.28
C: -3.7830 -0.9338 -5.6492  0.10
H: -1.7655 1.7683 -6.1771  0.40
H: 1.5441 0.1793 6.0221  0.45
H: -1.8315 0.3067 -7.1304  0.38

***

# Cl4Mg

A structure of composition Cl4Mg in a non-equilibrium geometry (the ωB97M-V functional and the def2-TZVPD basis, the OMol25 dataset).

## Properties
**E_tot**: -2040.846901 a.u.
**F_max**: 12.95 eV/A
**Total charge**: -2
**HOMO-LUMO gap**: 0.2572 Ha
**LUMO**: 6.69 eV
**Relative energy (zero: lowest compared OMol25 entry of this formula, charge and spin)**: 210.6 kcal per mole

Each line ends with the Mulliken charge.
Element x y z (Å)
Cl: 7.9736 5.1383 -5.6915  -0.63
Cl: 8.0006 8.3133 -5.1561  -0.62
Cl: 5.6547 6.5187 -4.4643  -0.64
Cl: 6.4951 7.3745 -7.2290  -0.63
Mg: 7.1151 6.7388 -5.6018  0.51

***

# CH8NO

A cluster of 2 separate species, CH8NO in total in a non-equilibrium geometry (the ωB97M-V functional and the def2-TZVPD basis, the OMol25 dataset).

## Properties
**E_tot**: -172.756468 a.u.
**⟨S²⟩**: 0.750
**F_max**: 1.13 eV/A
**Total charge**: 0
**HOMO-LUMO gap (alpha / beta)**: 0.1599 / 0.4400 Ha
**2S+1**: 2
**LUMO (alpha / beta)**: 0.79 / 0.54 eV
**Relative energy (zero: lowest compared OMol25 entry of this formula, charge and spin)**: 6.3 kcal per mole

Each line ends with the Mulliken charge.
Element x y z (Å)
H: 0.1308 1.8253 0.5846  0.22
H: -1.6605 -1.9612 0.7000  0.85
H: 2.0635 0.1275 0.5861  0.34
H: -1.2352 -1.8645 -0.9343  0.97
H: 1.4826 0.2380 -1.1726  0.32
O: 0.1854 0.9150 0.2865  -0.23
H: -2.2669 -0.7016 -0.2327  0.66
H: -0.7019 -0.5907 0.1549  0.60
N: -1.4278 -1.3115 -0.0731  -3.10
C: 1.5213 0.6748 -0.1814  -0.93
H: 2.0547 1.6142 -0.1953  0.29

***

# C7H12

A structure of composition C7H12 in a non-equilibrium geometry (the ωB97M-V functional and the def2-TZVPD basis, the OMol25 dataset).

## Properties
**E_tot**: -273.704631 a.u.
**F_max**: 3.56 eV/A
**Total charge**: 0
**HOMO-LUMO gap**: 0.2372 Ha
**LUMO**: -0.33 eV
**Relative energy (zero: lowest compared OMol25 entry of this formula, charge and spin)**: 128.0 kcal per mole

Each line ends with the Mulliken charge.
Element x y z (Å)
H: -0.1134 3.0343 -0.0899  0.30
H: 0.4322 -3.0272 1.4339  0.28
C: -0.6005 -2.6899 1.1953  -1.16
H: 0.2299 -0.4116 2.0598  0.37
H: 2.4317 0.3285 0.8688  0.28
C: 1.5884 0.4203 0.1783  -0.53
H: -1.4803 -1.3149 -0.2884  0.33
H: 0.9779 2.0423 -2.1202  0.30
C: -0.3715 2.0153 -0.3726  -0.27
H: -1.1014 -2.4936 2.1748  0.27
C: -0.0182 -0.2769 0.9826  -0.20
H: -1.4424 1.8617 -0.1841  0.28
H: -0.7704 2.2422 -2.5176  0.37
H: -0.1759 0.6675 -2.1130  0.26
H: -1.0869 -3.5758 0.6370  0.31
C: -0.0584 1.7382 -1.8550  -1.16
C: 0.4038 1.0390 0.4900  -0.03
C: -0.6321 -1.4335 0.3499  -0.28
H: 1.7874 -0.1659 -0.8296  0.26

***

# C16H32O2S

An isolated molecule of C16H32O2S (the ωB97M-V functional and the def2-TZVPD basis, the OMol25 dataset).

## Properties
**E_tot**: -1177.548086 a.u.
**F_max**: 0.70 eV/A
**Total charge**: 0
**HOMO-LUMO gap**: 0.3487 Ha
**LUMO**: 0.68 eV
**Relative energy (zero: lowest compared OMol25 entry of this formula, charge and spin)**: 0.4 kcal per mole
**SMILES**: CCCCCCCCCCCCCCSCC(=O)O

Each line ends with the Mulliken charge.
Element x y z (Å)
H: -0.2110 -4.7221 1.3951  0.32
H: -0.2559 1.0951 0.0979  -0.37
H: -2.5981 1.3868 -1.0135  0.15
C: 2.2413 0.3085 -0.5014  0.13
C: -0.4101 -2.9207 -0.7979  -0.78
C: -3.0187 -0.5796 0.8891  -0.48
H: 1.5545 -0.5192 -0.3277  -0.62
C: -3.9662 0.5169 0.3944  -1.13
H: 4.9245 1.9600 1.5408  0.38
H: 0.1562 3.8857 -1.0637  0.43
H: 6.8660 -0.5874 0.3935  0.35
H: -1.0772 -3.5522 -1.3895  0.48
O: 5.3448 0.2293 -1.1808  -0.57
H: -4.6390 0.0852 -0.3508  0.39
H: 1.3617 -4.0778 -1.1422  0.41
H: 4.1864 2.3519 -0.0540  0.25
C: 0.7596 -3.7623 -0.2864  -0.34
H: 0.7823 2.3256 0.8150  0.37
C: 0.3144 -4.9989 0.4850  -1.33
H: -1.7078 -3.0066 0.9244  0.41
C: -3.2633 1.7288 -0.2223  -0.32
C: -1.5721 3.6089 0.1692  -1.11
H: -2.3079 -0.1576 1.6020  0.25
C: 0.3641 1.9633 -0.1263  0.43
C: -2.2488 -1.2777 -0.2307  -0.59
C: -2.4781 2.5494 0.7997  -0.50
C: -1.2068 -2.2494 0.3193  -0.71
H: -3.1840 3.0503 1.4673  0.44
H: -4.0146 2.3712 -0.6884  0.38
C: 4.4947 1.5613 0.6261  -0.48
H: -1.8676 1.8910 1.4164  0.18
H: -3.6060 -1.3269 1.4284  0.45
C: 5.4221 0.5850 -0.0328  0.53
H: 1.0911 1.2439 -2.0237  0.39
H: 1.1765 -5.6014 0.7622  0.41
H: -2.1846 4.3171 -0.3945  0.36
H: -0.3485 -5.6093 -0.1248  0.30
H: -1.0869 4.1633 0.9766  0.38
H: -0.5192 -1.7054 0.9734  0.27
H: 2.1932 2.3457 -1.2064  0.25
S: 3.0152 0.6027 1.1243  -0.12
H: -4.5780 0.8548 1.2346  0.37
H: -1.7400 -0.5378 -0.8510  0.18
O: 6.3258 0.0964 0.8202  -0.45
H: 1.3954 -3.1463 0.3545  0.19
H: -2.9493 -1.8167 -0.8730  0.48
C: -0.4901 3.0564 -0.7637  -0.79
H: -0.0180 -2.1469 -1.4644  0.34
C: 1.4980 1.5181 -1.0463  -0.87
H: -0.9505 2.6667 -1.6741  0.34
H: 3.0307 -0.0173 -1.1790  0.55

***

# C29H30INO3PRuS

A structure of composition C29H30INO3PRuS in a non-equilibrium geometry (the ωB97M-V functional and the def2-TZVPD basis, the OMol25 dataset).

## Properties
**E_tot**: -2534.581529 a.u.
**⟨S²⟩**: 6.046
**F_max**: 5.23 eV/A
**Total charge**: +3
**HOMO-LUMO gap (alpha / beta)**: 0.2688 / 0.1469 Ha
**2S+1**: 5
**LUMO (alpha / beta)**: -9.59 / -12.84 eV

Each line ends with the Mulliken charge.
Element x y z (Å)
H: -5.2276 0.6546 -0.9695  0.49
C: -0.9543 -3.2950 -0.7696  -0.43
H: 3.1330 -3.2542 -3.7779  0.47
C: -2.7749 -1.7233 -1.0224  0.56
C: 0.8066 2.7175 4.6518  -0.58
H: 3.7192 2.8164 -1.6446  0.45
H: 2.9009 4.8949 -0.9777  0.35
H: 2.3128 0.9368 -2.0525  0.23
C: 2.0911 -1.7706 -4.9234  -0.64
C: -1.3790 -1.9674 -0.9033  1.30
H: 1.7990 3.3652 2.8174  0.28
H: -1.2014 2.8948 5.3801  0.31
H: 0.2036 -2.1921 3.8128  0.46
H: -1.0573 0.7233 3.2207  -0.08
C: -1.8309 -4.3909 -0.9983  -1.28
C: 2.2984 -1.4097 0.6641  -0.54
C: 2.1855 -1.7927 3.0756  -0.73
O: 0.4058 1.7736 1.4451  -0.40
H: -6.6524 -1.3435 -1.0749  0.44
H: 2.6510 -1.8052 4.0626  0.49
H: 0.9244 -0.0532 -5.6234  0.49
I: -2.4396 1.3758 -0.2946  0.48
C: 0.8611 -1.1701 -2.4311  0.61
C: -3.1671 -4.1638 -1.2625  -0.66
H: -5.6357 -3.6086 -1.3155  0.49
S: -0.4149 2.7995 2.2409  0.52
C: -4.7681 -0.3319 -0.9728  -0.60
P: 0.0132 -0.7477 -0.8615  2.10
H: 2.5503 -2.0126 -5.8948  0.43
C: -3.4001 -0.4212 -0.8931  -0.32
Ru: 0.0541 1.4359 -0.7418  -0.25
H: 0.0939 -3.4643 -0.5412  0.51
C: 2.7120 2.8199 -1.2015  -0.54
C: -5.0415 -2.7130 -1.1942  -0.74
H: -0.3239 0.2406 -3.5288  0.47
C: -1.2505 1.7759 3.5231  -0.15
H: 1.8373 -2.9807 -1.7281  0.31
H: 2.8973 2.5273 -0.1525  0.31
O: -0.2120 3.5660 -0.5101  -0.55
C: 0.5058 -0.4594 -3.5744  -0.72
H: 4.0176 -1.5811 1.8960  0.49
H: -0.9170 -1.8637 1.6417  0.49
H: 1.0130 3.4033 5.4941  0.36
C: 2.9342 -1.6100 1.8985  -0.77
C: 2.1215 4.1924 -1.3265  -0.76
O: 0.6381 5.5085 0.0815  -0.54
H: -1.4465 -5.4088 -0.9821  0.48
H: -2.3376 2.0114 3.4900  0.45
H: 2.9124 -1.2613 -0.2215  0.42
C: 0.1637 -1.7909 1.7023  -0.52
H: -0.5636 1.2615 5.5418  0.35
C: 0.8112 -1.9634 2.9303  -0.69
C: -3.6458 -2.8548 -1.1995  0.94
N: 1.8325 1.7899 -1.7923  -0.38
H: 1.9155 4.4809 -2.3778  0.33
H: 0.6126 4.5698 3.5020  0.50
C: 0.7693 4.4436 -0.5232  0.54
H: 1.5648 1.9038 4.7127  0.27
C: 2.3703 -2.4845 -3.7620  -0.68
H: -3.8931 -4.9283 -1.4767  0.52
C: 0.9091 -1.4243 0.5793  0.66
H: 1.4655 2.2137 -2.6589  0.42
C: 0.8430 3.4917 3.3520  -0.60
C: -0.5900 2.1278 4.8477  -0.70
C: -5.5769 -1.4787 -1.0532  -0.94
C: 1.1586 -0.7085 -4.7977  -0.59
C: 1.6930 -2.2870 -2.5570  -0.41

***

# C15H19N5O3S

An isolated molecule of C15H19N5O3S (the ωB97M-V functional and the def2-TZVPD basis, the OMol25 dataset).

## Properties
**E_tot**: -1480.712910 a.u.
**F_max**: 0.97 eV/A
**Total charge**: 0
**HOMO-LUMO gap**: 0.3436 Ha
**LUMO**: 0.56 eV
**Relative energy (zero: lowest compared OMol25 entry of this formula, charge and spin)**: 17.2 kcal per mole
**SMILES**: Cc1ccc(NC(=O)C2CCN(S(=O)(=O)c3cnc[nH]3)CC2)nc1

Each line ends with the Mulliken charge.
Element x y z (Å)
C: 2.3868 5.8902 -2.6534  -0.32
S: 1.2035 3.5829 0.1812  1.25
C: -2.5153 -3.7093 2.5274  -0.66
C: -0.6811 -5.0992 1.9655  -0.59
H: 0.5057 -2.6900 -0.4683  0.29
N: -0.2343 -4.2346 1.0718  -0.67
H: -0.0890 -5.9998 2.0687  0.30
C: 1.4940 0.9745 0.0364  -0.80
H: -3.4091 -3.5032 3.0987  0.41
N: -0.3319 -2.2805 -0.0754  -0.04
H: 1.9965 -1.0561 -0.4510  0.49
N: 1.1252 6.1496 -2.8732  -0.61
H: -0.6438 2.8977 -1.6352  0.42
H: 3.3831 4.6720 -1.1956  0.21
C: -0.7463 -1.0619 -0.5245  0.31
C: -0.9090 -3.1054 0.8882  0.29
H: 2.2729 0.1039 -1.7594  0.43
O: 0.0836 3.8822 1.0200  -0.67
C: 1.5895 -0.1794 -0.9569  -0.93
H: -1.0368 1.7538 -0.3350  0.34
O: 2.5212 3.5619 0.7555  -0.73
C: -0.3430 1.9644 -1.1569  -0.50
C: 0.2091 -0.4700 -1.5644  0.03
C: -2.0667 -2.7922 1.5976  -0.19
H: 3.1991 6.3052 -3.2152  0.40
H: 2.4728 1.2289 0.4450  0.58
H: 0.3186 -1.2157 -2.3614  0.43
C: 0.4277 5.4411 -1.9545  -0.08
H: -3.2926 -6.2486 3.4887  0.32
H: -0.6407 5.4895 -1.9061  0.50
C: 1.2939 4.7313 -1.1629  -0.05
H: -2.5840 -1.8658 1.4174  0.49
N: 1.0050 2.1481 -0.6570  0.02
O: -1.7632 -0.5183 -0.1602  -0.65
H: -1.6232 -6.7690 3.7554  0.35
H: 0.8246 0.7033 0.8661  0.34
H: -2.3194 -5.4668 4.7292  0.32
C: -2.2872 -5.9086 3.7341  -1.36
N: 2.5445 5.0285 -1.6276  -0.03
C: -1.8207 -4.9002 2.7329  0.89
H: 0.2345 1.0977 -3.0360  0.43
H: -1.3919 0.6497 -2.4832  0.38
C: -0.3627 0.8183 -2.1664  -1.33

***

# C25H20BF4P2S2V

A structure of composition C25H20BF4P2S2V in a non-equilibrium geometry (the ωB97M-V functional and the def2-TZVPD basis, the OMol25 dataset).

## Properties
**E_tot**: -3811.736077 a.u.
**F_max**: 1.27 eV/A
**Total charge**: +2
**HOMO-LUMO gap (alpha / beta)**: 0.2410 / 0.2408 Ha
**LUMO (alpha / beta)**: -8.62 / -8.62 eV

Each line ends with the Mulliken charge.
Element x y z (Å)
H: -2.3237 0.9382 1.6173  0.45
H: -5.7939 -1.0191 3.1549  0.42
C: 0.7041 3.0737 1.0046  -0.02
H: 0.6178 -4.5802 -2.5963  0.46
C: 3.3256 3.9151 0.5588  -0.72
H: 3.3715 -1.7391 2.3661  0.49
C: 3.1563 -1.5649 1.3214  -0.81
H: 0.2259 -4.4825 1.6711  0.48
H: -0.3221 2.7651 1.1712  0.36
F: -0.7027 4.2351 -3.7039  -0.22
H: -4.0914 0.7608 3.3232  0.45
C: 1.5163 2.4112 0.0876  0.71
C: -5.0126 -0.9491 2.4107  -0.46
S: -2.3535 -0.3734 -2.6034  -0.32
H: 0.9982 -5.6124 -0.3859  0.48
C: 0.0724 -4.0199 0.7067  -0.81
C: 2.5162 4.5731 1.4836  -0.57
S: 0.8588 1.3648 -2.8580  -0.37
C: 3.8175 -2.2955 0.3377  -0.50
C: 0.2937 -4.0737 -1.6984  -0.86
H: 1.7622 0.0004 1.7321  0.47
C: -0.5872 -2.8070 0.6246  -0.43
C: -0.7926 -2.2189 -0.6298  0.45
F: -2.6531 2.5073 -2.3245  -0.48
C: -4.9817 -1.8652 1.3625  -0.80
H: 2.9087 5.4208 2.0276  0.44
F: -0.8405 4.2321 -1.4524  -0.06
C: 0.5049 -4.6524 -0.4540  -0.49
H: 4.5498 -3.0374 0.6264  0.47
C: -3.9853 -1.7886 0.4080  -0.41
V: -1.2356 1.5213 -2.1192  -0.06
C: -3.0234 -0.7775 0.5064  0.32
H: -3.9631 -2.5157 -0.3953  0.43
C: -0.8250 0.8101 -0.5073  -0.48
B: -0.8147 4.9233 -2.5890  0.35
H: -0.9593 -2.3394 1.5276  0.50
C: 1.2147 4.1546 1.7105  -0.76
P: 0.9464 0.9912 -0.7860  1.80
H: 4.3375 4.2528 0.3892  0.45
C: 3.5613 -2.0754 -1.0072  -0.80
C: -3.0600 0.1475 1.5500  0.06
H: 4.0870 -2.6413 -1.7630  0.48
H: 0.5934 4.6696 2.4283  0.46
C: -0.3478 -2.8503 -1.7916  -0.24
H: 2.4354 -0.9384 -2.4317  0.40
C: 1.9827 -0.3793 -0.3965  0.85
H: -0.5195 -2.4094 -2.7669  0.36
H: 3.4776 2.3109 -0.8385  0.40
H: -5.7337 -2.6380 1.2937  0.44
F: -0.8363 6.2192 -2.5843  -0.15
C: -4.0579 0.0518 2.5089  -0.85
C: 2.2400 -0.5945 0.9633  -0.61
C: 2.6339 -1.1146 -1.3825  -0.28
C: 2.8340 2.8284 -0.1362  -0.70
P: -1.7274 -0.7252 -0.6721  1.83

***

Which value of F_max does entry 2 give? 12.95 eV/A

***

What is the total charge in the eighth record? +2